[1]
This record from OMol25 describes 2 unconnected molecules or ions with the total composition C2H9N2 at a distorted geometry. The level of theory is ωB97M-V with the def2-TZVPD basis set.

Calculated values
electronic energy: -190.83314 Eh
2S+1: 1
charge: +1
HOMO energy: -15.1 eV
orbital gap: 0.4315 hartree

Last columns: bonded neighbours and bond lengths (Å).
CARTESIAN COORDINATES (ANGSTROEM)
1 N 1.943 0.761 0.778  H3 1.026, H4 1.003, H5 1.043
2 H 0.334 -0.030 0.792  N8 1.085
3 H 2.767 0.160 0.888  N1 1.026
4 H 2.002 1.385 1.561  N1 1.003
5 H 2.069 1.260 -0.130  N1 1.043
6 C -1.178 0.048 -1.638  C7 1.337, H9 1.155, H10 1.122
7 C -1.149 -0.851 -0.648  C6 1.337, N8 1.501, H11 1.092
8 N -0.639 -0.505 0.720  H2 1.085, C7 1.501, H12 1.048, H13 1.088
9 H -1.138 1.180 -1.414  C6 1.155
10 H -1.642 -0.105 -2.647  C6 1.122
11 H -1.381 -1.917 -0.675  C7 1.092
12 H -1.439 0.040 1.120  N8 1.048
13 H -0.549 -1.425 1.294  N8 1.088



[2]
This record from OMol25 describes a single C4H4N2O2 molecule at a distorted geometry. The level of theory is ωB97M-V with the def2-TZVPD basis set.

Calculated values
electronic energy: -414.62183 Eh
2S+1: 1
charge: 0
HOMO energy: -9.1 eV
orbital gap: 0.3160 hartree
SMILES: [H]/N=c1\cc(O)cno1

Last columns: bonded neighbours and bond lengths (Å).
CARTESIAN COORDINATES (ANGSTROEM)
1 C 0.814 0.148 0.886  C2 1.486, C4 1.419, O11 1.269
2 C -0.432 -0.520 1.345  C1 1.486, H6 1.151, N9 1.238
3 C -0.227 0.387 -1.295  C4 1.484, N10 1.290, O12 1.542
4 C 0.970 0.608 -0.446  C1 1.419, C3 1.484, H8 1.193
5 H 0.973 0.579 2.792  O11 1.178
6 H -0.446 -0.388 2.488  C2 1.151
7 H -0.107 1.078 -3.326  N10 1.112
8 H 1.635 1.531 -0.804  C4 1.193
9 N -1.357 -0.950 0.643  C2 1.238, O12 1.386
10 N -0.596 0.479 -2.528  C3 1.290, H7 1.112
11 O 1.626 0.386 1.831  C1 1.269, H5 1.178
12 O -1.018 -0.791 -0.692  C3 1.542, N9 1.386